78
Properties=species:S:1:pos:R:3:mulliken_charge:R:1 method="wB97M-V/def2-TZVPD" charge=+2 s2=6.038 orbital_gap_ha="0.286 / 0.214" spin_multiplicity=5 total_energy_ev=-213942.879 lumo_ev="-5.91 / -8.19"
Ru -0.596 0.244 0.249 1.07
N 0.429 -2.356 4.647 -0.18
C -0.292 -2.290 3.320 0.38
C -1.172 -3.507 3.087 -1.49
P 1.035 -2.182 2.022 0.99
O 2.084 -1.156 2.723 -0.47
O 1.680 -3.485 1.817 -0.83
O 0.425 -1.522 0.779 -0.48
P -1.174 -0.659 3.463 0.39
O -2.253 -1.154 4.558 -0.53
O -0.136 0.196 4.101 -0.88
O -1.892 -0.244 2.208 -0.55
H 1.199 -3.025 4.650 0.31
H -0.232 -2.582 5.393 0.41
H 0.753 -1.370 4.800 0.36
H -0.592 -4.337 2.683 0.43
H -1.960 -3.250 2.381 0.23
H -1.664 -3.815 4.010 0.45
H 2.949 -1.596 2.733 0.30
H -3.031 -0.582 4.639 0.40
C -1.728 -3.001 -0.677 -1.31
C -2.675 -1.899 -1.009 0.80
C -3.903 -2.213 -1.621 -1.28
C -4.797 -1.235 -1.952 -1.00
C -4.475 0.104 -1.671 0.70
C -5.309 1.228 -1.976 0.11
Br -6.947 0.971 -2.846 -0.09
C -4.935 2.521 -1.649 -0.32
C -3.731 2.759 -1.018 -0.45
Br -3.192 4.489 -0.572 -0.04
C -2.843 1.688 -0.699 0.25
O -1.732 1.876 -0.134 -0.05
C -3.244 0.341 -1.047 -0.16
N -2.361 -0.635 -0.723 1.01
H -1.891 -3.864 -1.321 0.57
H -1.899 -3.323 0.352 0.09
H -0.694 -2.673 -0.726 -0.05
H -4.127 -3.250 -1.833 0.61
H -5.740 -1.474 -2.423 0.39
H -5.584 3.352 -1.886 0.49
C 4.676 1.345 -0.289 -0.68
C 3.915 0.041 -0.389 -0.66
N 2.539 0.275 0.018 0.74
C 2.117 1.266 0.822 -0.63
N 0.791 1.390 1.072 1.32
C 0.311 2.547 1.830 -1.01
C 1.274 3.716 1.782 -0.84
C 2.626 3.200 2.219 -0.59
N 3.023 2.108 1.336 0.21
C 4.450 1.903 1.103 -0.63
H 4.287 2.053 -1.024 0.27
H 5.738 1.194 -0.471 0.41
H 4.381 -0.726 0.237 0.31
H 3.910 -0.334 -1.414 0.38
H 1.872 -0.449 -0.181 -0.16
H 0.150 2.231 2.859 0.42
H -0.658 2.841 1.433 0.22
H 0.936 4.503 2.452 0.43
H 1.331 4.113 0.766 0.27
H 2.579 2.847 3.253 0.24
H 3.384 3.978 2.158 0.45
H 4.858 1.224 1.859 0.21
H 4.952 2.862 1.214 0.45
C 1.406 -0.504 -5.703 -1.12
N 0.980 0.012 -4.413 0.02
C 1.192 1.368 -3.964 -0.51
C 0.618 1.309 -2.552 -0.04
O 0.543 2.244 -1.788 -0.47
N 0.174 0.029 -2.303 0.32
C 0.398 -0.673 -3.427 0.18
N 0.060 -1.956 -3.549 -0.29
H 1.744 0.328 -6.313 0.40
H 0.580 -0.989 -6.225 0.37
H 2.234 -1.208 -5.594 0.37
H 0.654 2.095 -4.576 0.37
H 2.248 1.647 -3.944 0.37
H -0.314 -2.437 -2.750 0.06
H 0.286 -2.480 -4.376 0.23

---

73
Properties=species:S:1:pos:R:3:mulliken_charge:R:1 method="wB97M-V/def2-TZVPD" orbital_gap_ha=0.232 relative_energy_kj_mol=68.55 spin_multiplicity=1 total_energy_ev=-87091.222 lumo_ev=-0.59
Rh 0.742 -0.025 1.537 0.22
N 0.629 -1.301 3.210 -0.40
C 0.903 -0.506 4.424 -0.73
C 0.453 0.941 4.218 0.58
O 0.369 1.694 5.166 -0.75
O 0.217 1.266 2.980 -0.16
H -0.384 -1.411 3.094 0.39
H 1.061 -2.214 3.296 0.21
H 1.978 -0.497 4.607 0.37
H 0.419 -0.910 5.312 0.41
S -1.804 -1.456 -0.940 -0.26
C -1.478 -1.214 -2.568 0.10
N -1.558 0.030 -3.081 0.03
C -1.264 0.393 -4.457 -0.73
C -0.303 -0.618 -5.053 -0.23
C -0.859 -2.015 -4.839 -0.66
N -1.147 -2.207 -3.423 -0.08
H -1.771 0.743 -2.398 0.01
H -0.831 1.393 -4.463 0.39
H -2.186 0.428 -5.048 0.29
H 0.666 -0.536 -4.555 -0.02
H -0.154 -0.424 -6.114 0.40
H -0.140 -2.769 -5.150 0.35
H -1.771 -2.140 -5.433 0.34
H -1.074 -3.114 -3.000 0.26
C -2.660 3.409 4.511 -1.26
C -2.537 3.050 3.051 -0.01
O -2.486 1.617 2.953 -0.33
P -2.203 0.833 1.599 0.72
O -1.720 -0.539 1.968 -0.75
Te -0.666 1.915 0.119 -0.35
O -3.617 0.865 0.855 -0.23
C -4.723 0.123 1.424 -0.22
C -5.055 -1.066 0.555 -1.03
H -2.662 4.496 4.621 0.39
H -1.812 3.003 5.062 0.23
H -3.588 3.020 4.932 0.31
H -1.620 3.454 2.618 0.13
H -3.391 3.413 2.473 0.38
H -5.554 0.826 1.485 0.40
H -4.469 -0.190 2.438 0.29
H -5.222 -0.748 -0.474 0.25
H -5.960 -1.555 0.923 0.41
H -4.233 -1.780 0.559 0.17
N 2.646 -5.217 -2.900 -0.37
C 2.229 -3.958 -3.198 -0.02
O 2.057 -3.578 -4.339 -0.61
C 1.953 -3.065 -2.029 0.63
C 1.502 -3.538 -0.810 -0.88
C 1.225 -2.632 0.195 -0.47
N 1.391 -1.321 0.052 0.73
C 1.804 -0.860 -1.132 -0.87
C 2.097 -1.697 -2.189 -0.64
H 2.922 -5.802 -3.671 0.27
H 3.015 -5.434 -1.991 0.20
H 1.320 -4.591 -0.641 0.46
H 0.846 -2.965 1.151 0.39
H 1.900 0.214 -1.208 0.70
H 2.426 -1.297 -3.138 0.61
Cl 3.712 5.580 -1.568 -0.24
C 3.418 4.184 -0.574 0.36
C 3.932 2.958 -0.957 -0.85
C 3.681 1.849 -0.160 -0.14
C 2.917 1.946 1.002 0.38
C 2.603 0.741 1.815 -1.41
C 2.436 3.202 1.374 -0.02
C 2.683 4.319 0.593 -0.82
H 4.528 2.878 -1.856 0.42
H 4.111 0.891 -0.436 0.47
H 2.657 0.992 2.874 0.72
H 3.318 -0.057 1.594 0.49
H 1.835 3.290 2.272 0.27
H 2.300 5.290 0.879 0.43

---

82
Properties=species:S:1:pos:R:3:mulliken_charge:R:1 method="wB97M-V/def2-TZVPD" orbital_gap_ha=0.309 spin_multiplicity=1 total_energy_ev=-93493.430 lumo_ev=-0.65
O 4.027 -4.889 -0.725 -0.47
C 3.037 -4.755 -0.070 0.29
O 1.951 -5.491 -0.327 -0.46
C 3.060 -3.706 1.117 0.40
F 2.310 -4.252 2.108 -0.28
F 4.343 -3.546 1.434 -0.15
C 2.413 -2.396 0.541 0.63
F 1.208 -2.793 0.048 -0.28
F 3.180 -1.959 -0.480 -0.29
C 2.274 -1.243 1.563 1.17
F 3.446 -1.084 2.222 -0.27
F 1.383 -1.657 2.518 -0.28
C 1.880 0.158 0.950 -0.18
O 2.555 1.096 1.280 -0.45
Si 0.443 0.515 -0.297 0.32
O -1.022 0.905 0.432 0.13
Si -1.717 -0.264 1.393 0.35
P -3.857 -0.754 0.922 0.82
O -4.793 0.343 1.214 -0.56
O -4.112 -1.313 -0.585 -0.45
O -4.257 -2.008 1.923 -0.53
H 1.212 -5.235 0.247 0.40
H 0.856 1.707 -1.053 -0.17
H 0.389 -0.584 -1.264 -0.06
H -0.967 -1.534 1.400 -0.19
H -1.745 0.276 2.766 -0.12
H -4.820 -1.972 -0.503 0.29
H -3.479 -2.293 2.423 0.29
C 4.541 -5.556 -3.762 -0.32
C 4.000 -5.027 -5.018 0.28
N 3.577 -4.613 -5.999 -0.38
H 4.459 -6.642 -3.753 0.27
H 5.589 -5.277 -3.664 0.25
H 3.987 -5.152 -2.921 -0.08
C -3.079 4.324 0.801 0.18
C -1.624 4.373 0.942 0.26
N -0.486 4.413 1.070 -0.50
H -3.366 4.682 -0.188 -0.07
H -3.424 3.298 0.925 -0.22
H -3.548 4.949 1.558 0.33
C -1.109 6.659 -2.740 -0.74
C -2.486 6.181 -2.600 0.37
N -3.568 5.811 -2.497 -0.44
H -0.812 6.627 -3.787 0.28
H -1.036 7.684 -2.380 0.27
H -0.439 6.028 -2.158 0.25
C -6.988 3.198 1.276 -0.48
C -5.936 3.062 2.281 0.50
N -5.120 2.950 3.081 -0.48
H -6.584 2.967 0.291 -0.17
H -7.800 2.509 1.499 0.34
H -7.372 4.217 1.278 0.37
C 7.163 -3.267 0.496 -0.75
C 8.623 -3.286 0.659 0.23
N 9.774 -3.300 0.758 -0.19
H 6.904 -2.874 -0.486 0.26
H 6.765 -4.276 0.588 0.22
H 6.715 -2.637 1.261 0.23
C -3.719 0.460 -3.937 -0.88
C -2.729 0.194 -2.894 0.36
N -1.945 -0.014 -2.087 -0.29
H -3.298 0.221 -4.912 0.37
H -4.604 -0.152 -3.770 0.27
H -4.004 1.509 -3.917 0.17
C -5.467 4.467 6.165 -0.41
C -6.518 5.444 6.462 0.29
N -7.341 6.207 6.695 -0.37
H -4.505 4.971 6.087 0.25
H -5.416 3.724 6.959 0.25
H -5.681 3.966 5.222 -0.01
C -7.454 2.547 -3.726 -0.92
C -6.461 2.277 -2.682 0.39
N -5.684 2.066 -1.866 -0.33
H -7.037 2.309 -4.703 0.28
H -8.341 1.939 -3.559 0.30
H -7.734 3.599 -3.705 0.30
C 14.007 -5.035 1.157 -0.85
C 12.713 -4.455 0.775 0.28
N 11.697 -3.996 0.475 -0.19
H 14.758 -4.250 1.223 0.25
H 13.927 -5.532 2.123 0.25
H 14.318 -5.762 0.408 0.25

---

64
Properties=species:S:1:pos:R:3:mulliken_charge:R:1 method="wB97M-V/def2-TZVPD" orbital_gap_ha=0.341 relative_energy_kj_mol=136.28 spin_multiplicity=1 smiles="COCCC(=O)N1CCC(Oc2ccc(C(=O)N3CCCC[C@H]3COC)cc2)CC1" total_energy_ev=-37620.633 lumo_ev=0.65
C 0.903 -7.141 -4.652 -0.64
O -0.370 -6.747 -5.113 -0.43
C -0.715 -5.422 -4.809 0.00
C 0.070 -4.368 -5.619 -1.08
C 1.368 -3.923 -4.964 0.95
O 2.448 -4.309 -5.376 -0.68
N 1.283 -3.070 -3.917 0.12
C 0.095 -2.532 -3.299 -0.99
C 0.007 -2.974 -1.835 -0.57
C 1.269 -2.544 -1.075 -0.06
O 1.388 -1.132 -1.029 -0.36
C 0.598 -0.401 -0.197 0.75
C 0.713 0.985 -0.338 -0.62
C -0.022 1.836 0.457 0.07
C -0.894 1.326 1.417 0.00
C -1.789 2.227 2.208 0.28
O -3.001 2.167 2.068 -0.69
N -1.197 3.103 3.050 0.19
C 0.217 3.142 3.351 -0.47
C 0.444 2.969 4.852 -0.90
C -0.289 4.075 5.602 -0.55
C -1.775 4.006 5.268 -0.95
C -2.035 4.053 3.759 -0.24
C -1.931 5.459 3.147 -1.07
O -0.660 6.042 3.329 -0.19
C -0.574 7.331 2.783 -0.82
C -1.020 -0.049 1.543 -1.16
C -0.278 -0.911 0.755 -0.21
C 2.510 -3.069 -1.803 -0.99
C 2.497 -2.624 -3.263 -0.99
H 1.004 -8.194 -4.907 0.26
H 1.705 -6.572 -5.127 0.27
H 0.977 -7.023 -3.563 0.26
H -0.597 -5.244 -3.729 0.11
H -1.778 -5.352 -5.060 0.29
H 0.334 -4.817 -6.578 0.31
H -0.564 -3.503 -5.814 0.50
H -0.801 -2.842 -3.832 0.45
H 0.158 -1.436 -3.327 0.30
H -0.879 -2.526 -1.382 0.52
H -0.083 -4.060 -1.773 0.36
H 1.252 -2.951 -0.054 0.36
H 1.390 1.368 -1.085 0.44
H 0.070 2.904 0.328 0.45
H 0.723 2.348 2.800 0.62
H 0.618 4.112 3.040 0.07
H 1.514 3.006 5.060 0.37
H 0.066 1.993 5.167 0.31
H 0.109 5.042 5.296 0.23
H -0.148 3.964 6.679 0.41
H -2.312 4.827 5.744 0.36
H -2.183 3.068 5.652 0.41
H -3.067 3.730 3.569 0.45
H -2.156 5.387 2.071 0.44
H -2.700 6.098 3.609 0.47
H -1.295 8.011 3.254 0.31
H -0.761 7.319 1.701 0.31
H 0.437 7.687 2.973 0.24
H -1.711 -0.450 2.269 0.44
H -0.398 -1.974 0.895 0.35
H 3.406 -2.686 -1.315 0.42
H 2.519 -4.159 -1.747 0.42
H 3.342 -3.049 -3.806 0.42
H 2.545 -1.531 -3.308 0.35